ORCA calculation (ωB97M-V/def2-TZVPD) on a cluster of 3 separate species, C2H10NO3 in total at a distorted geometry.

relative energy (zero: lowest compared OMol25 entry of this formula, charge and spin) = 11.3 kJ/mol
total charge = 0
LUMO energy (spin up / spin down) = 0.64 / -2.75 eV
multiplicity = 2

```
16
C2H10NO3 (ωB97M-V/def2-TZVPD)
C 2.377 0.559 0.153
N 1.337 1.131 -0.702
C 0.362 0.190 -1.195
O -0.326 -0.264 -0.101
H 2.456 1.130 1.080
H 3.349 0.678 -0.330
H 2.207 -0.469 0.449
H 0.805 1.863 -0.247
H 0.849 -0.667 -1.686
H -0.292 0.643 -1.941
H -0.306 -3.112 0.690
H -1.166 -1.936 0.270
O -1.229 -2.833 0.634
H -1.399 0.926 0.654
H -2.130 1.868 1.647
O -2.203 1.460 0.774
```

ORCA calculation (ωB97M-V/def2-TZVPD) on a cluster of 11 separate species, C32H88BN2O14PS12 in total at a distorted geometry.

total charge = 0
LUMO energy = 0.34 eV
multiplicity = 1

```
150
C32H88BN2O14PS12 (ωB97M-V/def2-TZVPD)
C 3.794 0.913 0.592
C 3.271 1.924 1.784
C 2.712 3.364 1.236
N 1.572 3.280 0.248
C 0.367 2.532 0.814
O -0.596 2.422 -0.326
S -2.093 1.790 0.188
O -2.604 0.740 -0.868
O -3.114 2.993 0.123
C -2.136 1.171 1.954
B -1.719 -0.446 1.916
C -2.691 -1.624 2.609
O -0.493 -0.956 1.238
P -3.976 1.188 2.589
C -5.200 0.764 1.184
C -6.730 0.369 1.731
C -4.476 2.993 3.117
C -4.509 2.985 4.757
C -1.206 2.070 2.961
S 0.002 0.941 3.919
C -0.278 3.209 2.161
N -1.079 4.498 1.877
H 3.402 1.210 -0.480
H 3.421 -0.171 0.890
H 4.985 0.858 0.632
H 4.117 2.177 2.588
H 2.413 1.390 2.375
H 3.621 3.869 0.649
H 2.437 4.138 2.090
H 1.839 2.826 -0.653
H 0.618 1.401 1.102
H -2.841 -1.404 3.760
H -3.769 -1.658 2.126
H -2.240 -2.715 2.447
H -0.431 -1.941 1.484
H -4.804 -0.051 0.419
H -5.370 1.744 0.524
H -6.795 -0.716 2.165
H -7.425 0.502 0.769
H -7.100 1.208 2.488
H -3.566 3.668 2.751
H -5.488 3.270 2.599
H -5.474 3.473 5.224
H -4.311 1.898 5.204
H -3.592 3.661 5.113
H -1.789 2.660 3.787
H -0.720 0.089 4.787
H 0.534 3.542 2.969
H -0.941 4.751 0.867
H -0.642 5.277 2.447
C -0.765 -3.365 -2.037
S 0.151 -4.218 -0.731
O 0.136 -3.335 0.481
C 1.776 -4.049 -1.507
H -1.818 -3.316 -1.749
H -0.376 -2.352 -2.165
H -0.672 -3.923 -2.972
H 2.005 -2.993 -1.668
H 1.783 -4.584 -2.460
H 2.526 -4.485 -0.843
C -5.451 -0.926 -4.874
S -5.047 -0.688 -3.126
O -6.317 -0.325 -2.415
C -4.103 0.837 -3.363
H -6.079 -1.815 -4.968
H -5.994 -0.057 -5.253
H -4.531 -1.072 -5.444
H -4.730 1.595 -3.838
H -3.228 0.631 -3.984
H -3.775 1.198 -2.386
C 6.914 -5.915 -2.627
S 5.803 -6.099 -1.211
O 4.422 -5.734 -1.670
C 6.457 -4.692 -0.281
H 6.662 -6.678 -3.368
H 6.792 -4.924 -3.071
H 7.947 -6.056 -2.300
H 6.364 -3.778 -0.873
H 7.505 -4.873 -0.034
H 5.881 -4.586 0.641
C 9.306 -1.274 -1.107
S 8.334 -2.030 -2.432
O 8.782 -3.456 -2.563
C 9.099 -1.094 -3.777
H 9.022 -1.737 -0.159
H 10.371 -1.437 -1.285
H 9.092 -0.203 -1.064
H 10.178 -1.269 -3.788
H 8.893 -0.029 -3.644
H 8.669 -1.430 -4.724
C -5.594 4.678 -4.884
S -6.918 3.698 -5.631
O -6.284 2.500 -6.275
C -7.304 4.881 -6.944
H -5.170 4.113 -4.051
H -4.814 4.876 -5.623
H -6.004 5.619 -4.510
H -6.416 5.066 -7.553
H -7.656 5.816 -6.500
H -8.093 4.460 -7.571
C -2.691 -5.851 0.930
S -4.267 -5.394 1.693
O -3.967 -4.863 3.063
C -4.873 -7.088 1.887
H -2.116 -4.940 0.749
H -2.129 -6.508 1.597
H -2.879 -6.354 -0.022
H -4.174 -7.667 2.495
H -4.987 -7.549 0.904
H -5.844 -7.054 2.386
C 12.237 -5.736 0.194
S 10.483 -5.866 -0.233
O 9.694 -5.560 1.005
C 10.481 -7.662 -0.449
H 12.465 -4.690 0.412
H 12.452 -6.345 1.075
H 12.843 -6.070 -0.651
H 10.807 -8.150 0.472
H 11.147 -7.931 -1.273
H 9.464 -7.982 -0.688
C 8.438 3.708 3.106
S 7.114 2.727 2.360
O 7.748 1.530 1.715
C 6.728 3.911 1.047
H 8.863 3.143 3.939
H 9.219 3.906 2.368
H 8.029 4.649 3.480
H 7.616 4.096 0.438
H 6.376 4.845 1.491
H 5.940 3.490 0.419
C -1.954 8.559 6.451
S -1.510 7.021 5.609
O -0.050 7.096 5.272
C -2.436 7.369 4.094
H -1.451 8.582 7.421
H -1.632 9.417 5.856
H -3.035 8.592 6.604
H -2.084 8.302 3.647
H -3.501 7.442 4.326
H -2.276 6.548 3.392
C -11.218 -1.756 -4.041
S -10.815 -1.518 -2.294
O -12.085 -1.156 -1.583
C -9.870 0.006 -2.531
H -11.847 -2.645 -4.135
H -11.761 -0.887 -4.421
H -10.298 -1.903 -4.612
H -10.498 0.764 -3.006
H -8.995 -0.200 -3.152
H -9.542 0.368 -1.553
```

ORCA calculation (ωB97M-V/def2-TZVPD) on a cluster of 2 separate species, C2H4O2 in total.

SMILES = C=O.C=O
relative energy (zero: lowest compared OMol25 entry of this formula, charge and spin) = 226.2 kJ/mol
total charge = 0
LUMO energy = 0.77 eV
multiplicity = 1

```
8
C2H4O2 (ωB97M-V/def2-TZVPD)
C 0.583 -1.371 0.597
O -0.358 -1.714 -0.074
H 0.847 -1.987 1.470
H 1.144 -0.460 0.353
C -0.549 1.377 -0.579
O 0.062 1.740 0.389
H -1.385 1.962 -1.009
H -0.345 0.453 -1.146
```

ORCA calculation (ωB97M-V/def2-TZVPD) on a structure of composition C51H63GeN2NiP2S2 at a distorted geometry.

relative energy (zero: lowest compared OMol25 entry of this formula, charge and spin) = 0.0 kJ/mol
total charge = +1
LUMO energy (spin up / spin down) = -2.87 / -3.46 eV
multiplicity = 3

```
122
C51H63GeN2NiP2S2 (ωB97M-V/def2-TZVPD)
Ni -0.380 0.541 -0.668
S -0.390 0.706 -3.089
P -1.210 -1.083 -2.718
C -0.866 -1.269 -0.985
P -1.219 -2.617 0.156
S -0.489 -2.367 1.950
C -0.702 -4.223 -0.547
C -1.468 -4.866 -1.515
C -1.045 -6.062 -2.072
C 0.149 -6.633 -1.659
C 0.898 -6.023 -0.663
C 0.468 -4.831 -0.098
C -3.032 -2.731 0.230
C -3.843 -1.624 -0.002
C -5.215 -1.711 0.190
C -5.784 -2.903 0.607
C -4.978 -4.011 0.846
C -3.608 -3.923 0.669
C -0.579 -2.418 -3.775
C -1.230 -2.768 -4.955
C -0.708 -3.760 -5.773
C 0.467 -4.405 -5.421
C 1.122 -4.060 -4.247
C 0.601 -3.073 -3.428
C -2.989 -1.017 -3.079
C -3.763 -2.178 -3.084
C -5.108 -2.118 -3.398
C -5.696 -0.898 -3.706
C -4.934 0.259 -3.709
C -3.580 0.200 -3.405
H -2.418 -4.454 -1.815
H -1.652 -6.550 -2.824
H 0.482 -7.568 -2.092
H 1.812 -6.484 -0.308
H 1.021 -4.382 0.717
H -3.409 -0.693 -0.341
H -5.838 -0.845 0.000
H -6.855 -2.972 0.752
H -5.419 -4.941 1.181
H -2.980 -4.782 0.875
H -2.142 -2.264 -5.248
H -1.221 -4.022 -6.688
H 0.871 -5.180 -6.060
H 2.031 -4.573 -3.957
H 1.095 -2.851 -2.493
H -3.315 -3.131 -2.855
H -5.700 -3.024 -3.397
H -6.749 -0.854 -3.956
H -5.387 1.209 -3.963
H -2.976 1.097 -3.420
C -2.034 4.440 5.097
C -2.724 3.117 4.763
C -4.225 3.379 4.560
C -2.523 2.148 5.939
C -2.164 2.480 3.502
C -2.647 1.249 3.059
C -2.131 0.677 1.916
N -1.170 1.251 1.190
C -0.688 2.430 1.598
C -1.164 3.066 2.735
C 0.382 2.998 0.741
C 1.120 4.119 1.096
C 2.099 4.620 0.246
C 2.264 3.959 -0.972
C 1.504 2.845 -1.256
N 0.601 2.347 -0.409
C 2.966 5.818 0.596
C 4.430 5.354 0.647
C 2.594 6.424 1.949
C 2.799 6.896 -0.486
H -2.462 4.848 6.013
H -2.179 5.182 4.309
H -0.963 4.306 5.265
H -4.646 3.821 5.465
H -4.770 2.458 4.352
H -4.392 4.071 3.732
H -2.914 2.594 6.854
H -1.464 1.931 6.090
H -3.045 1.203 5.780
H -3.420 0.719 3.598
H -2.480 -0.286 1.582
H -0.758 4.024 3.020
H 0.937 4.595 2.046
H 2.986 4.299 -1.702
H 1.605 2.325 -2.200
H 4.572 4.593 1.417
H 5.077 6.201 0.881
H 4.755 4.939 -0.308
H 2.734 5.711 2.765
H 1.561 6.780 1.964
H 3.239 7.280 2.149
H 3.118 6.543 -1.467
H 3.407 7.766 -0.235
H 1.759 7.219 -0.560
C 5.797 -2.859 -1.504
C 4.328 -2.462 -1.587
C 4.155 -0.968 -1.852
C 2.709 -0.510 -2.089
Ge 1.574 -0.932 -0.526
C 2.150 -0.007 1.119
C 3.262 -0.782 1.822
C 3.759 -0.086 3.088
C 4.486 1.227 2.821
H 5.912 -3.926 -1.311
H 6.300 -2.319 -0.699
H 6.318 -2.626 -2.435
H 3.826 -2.745 -0.656
H 3.832 -3.028 -2.383
H 4.747 -0.704 -2.734
H 4.589 -0.402 -1.019
H 2.287 -0.976 -2.979
H 2.705 0.563 -2.268
H 1.481 -2.440 -0.374
H 1.280 0.059 1.769
H 2.465 1.007 0.858
H 4.109 -0.938 1.143
H 2.877 -1.773 2.081
H 4.427 -0.767 3.621
H 2.905 0.088 3.751
H 5.332 1.074 2.146
H 4.873 1.655 3.747
H 3.827 1.971 2.366
```